No. 1
The following is a quantum chemistry calculation of a structure of composition C29H33IKN3O3, from the Open Molecules 2025 dataset.

The HOMO energy is -8.406 eV. Its charge is 0. The relative energy (zero: lowest compared OMol25 entry of this formula, charge and spin) comes out at 15.14 kcal per mole. For the LUMO energy, the calculation gives 0.293 eV. As for the total energy: -2412.5773 Eh. The orbital gap is 0.320 Eh.

Positions of all 70 atoms, in Å:
K  -0.091  0.299  0.778
C  -0.569  -1.012  4.003
C  0.426  -1.381  2.928
C  1.612  -0.650  2.806
C  1.854  0.562  3.675
C  2.534  -0.982  1.806
C  3.842  -0.236  1.730
C  2.238  -1.994  0.885
C  3.190  -2.278  -0.250
C  1.043  -2.718  1.002
C  0.742  -3.827  0.024
C  0.126  -2.399  2.013
C  -1.223  -3.074  2.068
H  -1.254  -0.211  3.703
H  -0.059  -0.666  4.901
H  -1.182  -1.865  4.286
H  2.409  0.308  4.584
H  0.923  1.032  3.985
H  2.422  1.324  3.146
H  3.762  0.697  1.164
H  4.619  -0.831  1.256
H  4.199  0.033  2.723
H  3.960  -3.005  0.027
H  3.704  -1.373  -0.573
H  2.669  -2.667  -1.122
H  0.240  -3.441  -0.869
H  0.107  -4.594  0.462
H  1.652  -4.321  -0.311
H  -1.504  -3.495  1.106
H  -2.006  -2.365  2.338
H  -1.258  -3.885  2.802
O  -1.483  3.131  1.428
C  -0.661  2.939  0.521
O  0.535  2.559  0.619
C  -1.185  3.071  -0.910
C  -1.841  4.230  -1.309
C  -2.258  4.346  -2.622
C  -2.036  3.287  -3.491
C  -1.412  2.156  -2.998
N  -0.983  2.040  -1.738
H  -2.011  5.012  -0.582
H  -2.749  5.248  -2.965
H  -2.342  3.327  -4.527
H  -1.238  1.297  -3.640
O  -1.003  -0.860  -1.254
C  -2.362  -1.142  -1.469
C  -3.315  -0.343  -0.597
C  -4.638  -0.192  -1.000
C  -5.513  0.514  -0.195
C  -5.033  1.069  0.981
C  -3.698  0.883  1.294
N  -2.852  0.179  0.539
H  -0.815  0.058  -1.540
H  -2.500  -2.205  -1.251
H  -2.641  -0.996  -2.519
H  -4.963  -0.616  -1.942
H  -6.546  0.644  -0.492
H  -5.662  1.652  1.638
H  -3.267  1.348  2.173
I  1.272  -1.993  -3.872
C  2.367  -0.403  -3.035
C  3.612  -0.121  -3.591
C  4.332  0.925  -3.045
C  3.776  1.647  -1.995
C  2.528  1.280  -1.526
N  1.836  0.246  -2.030
H  3.992  -0.703  -4.418
H  5.307  1.178  -3.441
H  4.285  2.487  -1.544
H  2.037  1.836  -0.731

***

No. 2
The following is a quantum chemistry calculation of a structure of composition C29H34AsN4NaO2S3 in a non-equilibrium geometry, from the Open Molecules 2025 dataset.

The HOMO energy is -0.256 eV. Its charge is -2. The relative energy (zero: lowest compared OMol25 entry of this formula, charge and spin) comes out at 23.05 kcal per mole. For the LUMO energy, the calculation gives 3.694 eV. As for the total energy: -5087.6484 Eh. The orbital gap is 0.145 Eh.

Positions of all 74 atoms, in Å:
Na  -1.660  1.643  -0.374
C  2.370  -3.789  4.847
O  0.981  -3.542  4.704
C  0.388  -4.062  3.606
C  -0.761  -3.427  3.162
C  -1.430  -3.896  2.046
C  -0.983  -5.030  1.362
C  0.146  -5.670  1.840
C  0.847  -5.189  2.944
N  -1.729  -5.704  0.324
N  -2.500  -5.100  -0.438
C  -2.389  -3.724  -0.750
C  -3.608  -3.093  -0.988
C  -3.730  -1.739  -1.257
C  -2.587  -0.921  -1.352
O  -2.631  0.307  -1.540
C  -1.278  -1.590  -1.261
N  -0.209  -0.800  -1.508
C  0.988  -1.335  -1.525
C  1.195  -2.716  -1.340
C  0.124  -3.519  -1.069
C  -1.178  -2.966  -0.975
H  2.718  -3.143  5.647
H  2.911  -3.552  3.931
H  2.578  -4.827  5.122
H  -1.110  -2.543  3.687
H  -2.318  -3.381  1.704
H  0.490  -6.558  1.323
H  1.738  -5.703  3.277
H  -4.501  -3.699  -0.872
H  -4.699  -1.271  -1.372
H  1.816  -0.658  -1.711
H  2.189  -3.131  -1.425
H  0.269  -4.579  -0.958
C  0.265  3.465  3.819
C  0.120  3.264  2.301
S  -0.079  1.573  1.788
C  0.163  4.327  1.476
C  0.335  5.728  2.032
S  0.039  4.268  -0.299
H  0.247  2.494  4.309
H  -0.555  4.069  4.236
H  1.213  3.961  4.079
H  0.359  5.760  3.129
H  -0.483  6.369  1.685
H  1.265  6.170  1.653
N  2.122  1.698  -0.704
C  3.483  1.638  -0.735
C  4.249  2.652  -1.355
C  5.629  2.543  -1.455
C  6.309  1.431  -0.952
C  5.564  0.428  -0.331
C  4.182  0.523  -0.217
H  1.660  2.616  -0.785
H  1.640  1.128  -0.011
H  3.731  3.526  -1.738
H  6.185  3.338  -1.939
H  7.391  1.357  -1.026
H  6.068  -0.448  0.069
H  3.615  -0.258  0.286
C  -1.673  2.693  -2.873
As  -3.578  2.339  -2.757
C  -4.147  3.875  -3.828
C  -3.989  0.942  -4.031
S  -4.813  2.552  -1.074
H  -1.493  2.942  -3.919
H  -1.056  1.835  -2.592
H  -1.420  3.553  -2.247
H  -3.635  3.929  -4.794
H  -3.939  4.772  -3.254
H  -5.220  3.806  -3.981
H  -4.080  1.377  -5.023
H  -4.923  0.477  -3.739
H  -3.197  0.196  -4.015

***

No. 3
The following is a quantum chemistry calculation of a structure of composition C29H34AuGe2N4S, from the Open Molecules 2025 dataset.

As for the spin multiplicity: 2. The HOMO energy (alpha / beta) is -6.289 / -7.569 eV. Its charge is 0. For the LUMO energy (alpha / beta), the calculation gives -0.038 / -0.655 eV. As for the total energy: -6032.1420 Eh. The orbital gap (alpha / beta) is 0.230 / 0.254 Eh.

Positions of all 71 atoms, in Å:
Au  -0.239  0.115  -0.100
C  0.077  -2.712  5.296
C  0.291  -3.013  3.958
C  0.347  -1.992  3.021
C  0.200  -0.673  3.421
C  -0.023  -0.367  4.760
C  -0.082  -1.388  5.692
N  0.233  0.305  2.381
N  0.248  1.475  2.744
C  0.177  2.444  1.700
C  0.229  3.766  2.131
C  0.109  4.802  1.222
C  -0.082  4.512  -0.123
C  -0.147  3.190  -0.558
C  0.003  2.141  0.342
H  0.026  -3.508  6.029
H  0.404  -4.043  3.644
H  0.506  -2.199  1.969
H  -0.159  0.668  5.042
H  -0.263  -1.154  6.734
H  0.350  3.956  3.193
H  0.151  5.831  1.559
H  -0.190  5.320  -0.839
H  -0.333  2.983  -1.605
C  6.734  0.228  -0.269
N  5.324  0.453  -0.027
C  4.361  -0.473  -0.154
N  4.754  -1.677  -0.633
S  2.766  -0.130  0.237
H  7.263  1.167  -0.132
H  6.911  -0.109  -1.292
H  7.157  -0.502  0.427
H  5.011  1.336  0.338
H  5.722  -1.947  -0.642
H  4.064  -2.407  -0.607
C  -2.604  -2.869  -2.318
Ge  -3.376  -2.325  -0.597
C  -2.701  -3.617  0.719
C  -5.329  -2.490  -0.711
Ge  -2.671  -0.024  -0.193
C  -3.328  1.147  -1.618
C  -4.321  2.102  -1.409
C  -4.733  2.937  -2.442
C  -4.160  2.823  -3.701
C  -3.174  1.870  -3.926
C  -2.759  1.044  -2.890
C  -3.320  0.635  1.529
C  -3.130  1.971  1.896
C  -3.491  2.420  3.160
C  -4.041  1.537  4.081
C  -4.230  0.206  3.734
C  -3.870  -0.239  2.468
H  -2.806  -3.926  -2.501
H  -1.523  -2.718  -2.299
H  -3.019  -2.287  -3.143
H  -3.230  -4.561  0.577
H  -2.829  -3.294  1.752
H  -1.636  -3.785  0.545
H  -5.600  -3.518  -0.958
H  -5.716  -1.827  -1.486
H  -5.797  -2.222  0.237
H  -4.783  2.197  -0.433
H  -5.503  3.678  -2.263
H  -4.479  3.476  -4.504
H  -2.722  1.777  -4.906
H  -1.970  0.319  -3.065
H  -2.682  2.667  1.193
H  -3.333  3.457  3.428
H  -4.317  1.885  5.068
H  -4.653  -0.486  4.451
H  -4.019  -1.282  2.212

***

No. 4
The following is a quantum chemistry calculation of a structure of composition C29H34BrN4OPtSi, from the Open Molecules 2025 dataset.

As for the spin multiplicity: 3. The HOMO energy (alpha / beta) is -9.820 / -10.794 eV. Its charge is +1. The relative energy (zero: lowest compared OMol25 entry of this formula, charge and spin) comes out at 3.50 kcal per mole. For the LUMO energy (alpha / beta), the calculation gives -2.088 / -3.391 eV. As for the total energy: -4402.3541 Eh. The orbital gap (alpha / beta) is 0.284 / 0.272 Eh.

Positions of all 71 atoms, in Å:
Pt  0.598  0.813  -1.446
O  6.253  3.735  -1.536
C  5.158  2.986  -1.670
C  5.161  1.591  -1.607
C  3.964  0.922  -1.747
N  2.794  1.537  -1.941
C  2.814  2.869  -2.011
Br  1.138  3.703  -2.308
C  3.944  3.640  -1.879
H  7.045  3.194  -1.451
H  6.079  1.040  -1.453
H  3.926  -0.159  -1.703
H  3.908  4.718  -1.944
C  -1.460  1.137  -1.329
Si  -2.089  0.368  0.245
C  -0.689  0.637  1.555
N  0.610  1.009  0.947
C  0.925  2.438  1.137
C  1.325  2.773  2.575
C  2.516  1.920  3.003
C  2.181  0.442  2.817
C  1.745  0.172  1.375
C  -2.402  -1.487  0.082
C  -2.468  -2.310  1.207
C  -2.771  -3.659  1.091
C  -3.029  -4.208  -0.159
C  -2.980  -3.402  -1.287
C  -2.665  -2.057  -1.166
C  -3.735  1.066  0.835
C  -3.919  1.898  1.938
C  -5.188  2.331  2.301
C  -6.292  1.944  1.560
C  -6.129  1.128  0.448
C  -4.862  0.693  0.095
H  -1.575  2.225  -1.286
H  -1.971  0.777  -2.223
H  -0.572  -0.265  2.159
H  -1.021  1.426  2.235
H  0.054  3.019  0.830
H  1.756  2.696  0.476
H  0.483  2.589  3.248
H  1.567  3.835  2.638
H  2.775  2.122  4.043
H  3.387  2.177  2.391
H  1.376  0.158  3.501
H  3.044  -0.187  3.043
H  1.477  -0.876  1.265
H  2.582  0.379  0.702
H  -2.299  -1.893  2.196
H  -2.820  -4.284  1.974
H  -3.286  -5.256  -0.251
H  -3.192  -3.825  -2.262
H  -2.620  -1.435  -2.054
H  -3.069  2.220  2.530
H  -5.315  2.973  3.164
H  -7.283  2.271  1.848
H  -6.986  0.825  -0.139
H  -4.742  0.048  -0.770
N  1.625  -5.501  -2.168
C  1.420  -4.172  -2.049
C  1.757  -3.272  -3.074
C  1.529  -1.929  -2.901
N  0.995  -1.410  -1.790
C  0.657  -2.264  -0.814
C  0.850  -3.620  -0.891
H  1.983  -5.901  -3.015
H  1.364  -6.120  -1.423
H  2.189  -3.637  -3.997
H  1.770  -1.228  -3.692
H  0.177  -1.838  0.051
H  0.531  -4.253  -0.072